Entry from OMol25: a 2-piece molecular cluster, H5NO2 overall at a distorted geometry (ωB97M-V/def2-TZVPD).

## Properties
- F_max: 2.60 eV Å⁻¹
- Structure (SMILES): NO.O
- Energy above the lowest of the compared OMol25 structures with the same formula, charge and spin: 0.104 eV
- E: -5664.3146 eV

```
8
Properties=species:S:1:pos:R:3:mulliken_charge:R:1
N -0.2601 1.0475 -1.0822 -0.427
O -0.7522 -0.3024 -0.8230 -0.407
H -0.1574 1.0652 -2.0938 0.236
H -0.9725 1.7256 -0.9563 0.222
H -0.1868 -0.5891 -0.0210 0.407
O 0.8154 -0.6960 1.6549 -0.677
H 1.3015 -1.5578 1.9167 0.330
H 1.3299 0.0108 2.0747 0.315
```

---

Entry from OMol25: a 2-piece molecular cluster, C7H11N2 overall at a distorted geometry (ωB97M-V/def2-TZVPD).

## Properties
- F_max: 4.48 eV Å⁻¹
- Energy above the lowest of the compared OMol25 structures with the same formula, charge and spin: 5.630 eV
- Total charge: +1
- E: -10406.0893 eV

```
20
Properties=species:S:1:pos:R:3:mulliken_charge:R:1
C 0.0751 2.0493 -0.3927 -0.318
C 0.6391 2.8220 -1.3353 -0.496
C 0.5999 0.7513 -2.1288 -0.747
C 0.0452 0.6876 -0.8656 0.616
C 1.5421 -2.0011 0.9982 -0.784
C 0.3935 -1.5279 1.4203 -0.070
C -0.5932 -1.0594 0.4060 -0.156
N 0.9351 2.0802 -2.4219 0.067
N -1.7960 -0.5307 1.1396 -0.234
H -0.4013 2.4921 0.4538 0.265
H 0.9113 3.9716 -1.2752 0.293
H 0.8549 -0.0455 -2.9137 0.291
H 2.2948 -2.4599 1.6945 0.241
H 1.9945 -1.9672 0.0300 0.292
H 0.0855 -1.9032 2.4599 0.077
H -0.8518 -1.7028 -0.3755 0.395
H 1.3166 2.3622 -3.2888 0.185
H -2.7261 -0.5969 0.7298 0.375
H -1.7156 0.5297 1.2628 0.337
H -1.6736 -1.1584 2.0497 0.370
```

---

Entry from OMol25: C21H35BCuO2P2 as an isolated structure at a distorted geometry (ωB97M-V/def2-TZVPD).

## Properties
- F_max: 2.92 eV Å⁻¹
- Energy above the lowest of the compared OMol25 structures with the same formula, charge and spin: 0.194 eV
- Multiplicity: 2
- E: -90331.8749 eV

```
62
Properties=species:S:1:pos:R:3:mulliken_charge:R:1
P 0.2427 -1.8802 0.1275 1.275
P -0.1392 1.4965 0.5453 1.542
C 0.0431 -0.7043 -1.2929 0.397
C 0.4049 0.7660 -1.0523 -1.068
H -0.9927 -0.8095 -1.6632 0.527
H 0.7143 -1.1168 -2.0553 -0.774
H 1.4917 0.9307 -1.1689 0.458
H -0.1262 1.3893 -1.7745 -0.691
C -1.6997 2.3557 0.1931 -1.273
H -1.8945 3.0261 1.0444 0.412
H -2.5188 1.6203 0.1374 0.383
H -1.6498 2.9307 -0.7428 0.380
C 1.0674 2.8234 0.7776 -1.272
H 0.9980 3.5683 -0.0287 0.375
H 2.0850 2.4062 0.8094 0.402
H 0.8482 3.2918 1.7472 0.408
C -0.8253 -3.3207 -0.2168 -1.285
H -0.6176 -4.0896 0.5430 0.386
H -0.6206 -3.7331 -1.2205 0.355
H -1.8844 -3.0361 -0.1390 0.380
C 1.8940 -2.5956 -0.1714 -1.210
H 2.6710 -1.8305 -0.0263 0.382
H 1.9593 -2.9973 -1.1952 0.371
H 2.0517 -3.4073 0.5561 0.418
Cu -0.1894 -0.3629 1.5559 -0.995
C 0.5589 1.2483 -4.0007 -0.079
C -0.7831 1.3617 -3.9233 -0.430
C -1.7328 0.6316 -4.8252 -0.987
C -1.3283 -0.8252 -5.1749 -0.902
C -0.5644 -1.6015 -4.1436 -0.223
C 0.7758 -1.7395 -4.1255 -0.292
C 1.7245 -0.8988 -4.9304 -0.935
C 1.3154 0.5880 -5.1098 -0.979
C 0.2608 -1.9651 3.7541 -0.942
H 1.2052 1.7675 -3.2921 0.654
H -1.2547 2.1105 -3.2753 0.429
H -1.8468 1.1903 -5.7729 0.322
H -2.7346 0.6399 -4.3695 0.392
H -2.2550 -1.3746 -5.3904 0.459
H -0.7558 -0.7921 -6.1072 0.293
H -1.1871 -2.1603 -3.4400 0.529
H 1.2477 -2.5633 -3.5718 0.558
H 1.8523 -1.3367 -5.9374 0.326
H 2.7237 -0.9558 -4.4690 0.368
H 2.2466 1.1570 -5.2447 0.417
H 0.7555 0.6728 -6.0461 0.348
H 0.8002 -2.3504 4.6371 0.303
H 0.9049 -2.1593 2.8783 0.148
H -0.6804 -2.5209 3.6368 0.164
O -1.3114 0.0126 4.4465 -0.557
B -0.0287 -0.4383 3.9415 0.549
O 1.0109 0.4194 4.4813 -0.421
C 0.4041 1.0716 5.5156 0.577
C 1.0086 1.6261 6.6313 -0.759
C 0.1991 1.9242 7.7363 -0.491
C -1.1709 1.6679 7.7135 -0.415
C -1.7877 1.1206 6.5839 -0.878
C -0.9923 0.8239 5.4936 0.675
H 2.0822 1.7865 6.6427 0.417
H 0.6567 2.3573 8.6301 0.336
H -1.7811 1.8974 8.5890 0.338
H -2.8510 0.8857 6.5493 0.406
```

---

Entry from OMol25: a 2-piece molecular cluster, C7H19N3 overall at a distorted geometry (ωB97M-V/def2-TZVPD).

## Properties
- F_max: 1.57 eV Å⁻¹
- Energy above the lowest of the compared OMol25 structures with the same formula, charge and spin: 4.224 eV
- E: -12033.5757 eV

```
29
Properties=species:S:1:pos:R:3:mulliken_charge:R:1
C 0.2690 0.0756 1.8009 -0.153
C -2.1298 -0.1170 0.4926 -1.348
C -0.8238 1.4391 -0.7573 -1.352
C 0.2048 1.5360 2.1603 -1.058
N -0.7702 0.2186 0.0439 0.322
H -0.3733 -0.5696 2.3826 0.376
H 1.2802 -0.2978 1.7962 0.383
H -2.1050 -1.0845 0.9865 0.504
H -2.8208 -0.1512 -0.3545 0.392
H -2.4879 0.6461 1.1877 0.361
H -1.3021 1.2288 -1.7217 0.402
H 0.1744 1.8365 -0.9269 0.318
H -1.4168 2.2009 -0.2480 0.401
H -0.8143 1.9241 2.1700 0.241
H 0.6178 1.6517 3.1699 0.422
H 0.8094 2.1565 1.4989 0.215
C 1.1572 -0.6051 -1.5213 -1.110
C 2.3471 -0.0209 -0.7678 -1.179
C -0.0711 -1.0463 -0.6882 0.778
N -1.0701 -1.5413 -1.6633 -0.596
N 0.1595 -1.8962 0.3920 -0.942
H -1.6201 -2.2606 -1.2069 0.361
H -0.6123 -1.9531 -2.4665 0.284
H 1.0796 -2.3256 0.3237 0.227
H 1.4963 -1.5111 -2.0344 0.480
H 0.8382 0.0805 -2.3104 0.422
H 2.0940 0.8973 -0.2378 0.158
H 2.7360 -0.7277 -0.0352 0.284
H 3.1542 0.2162 -1.4650 0.406
```

---

> E of number 3 (C21H35BCuO2P2)?

-90331.8749 eV